Formula: C30H28BN10O6Ti
Source: OMol25
Level of theory: ωB97M-V/def2-TZVPD

* DFT total energy: -82539.871 eV
* LUMO energy (spin up / spin down): -1.27 / -1.25 eV
* charge: 0
* multiplicity: 2
* E_HOMO (spin up / spin down): -8.44 / -8.50 eV
* energy above the lowest of the compared OMol25 structures with the same formula, charge and spin: 0.0 kcal/mol
* molecular weight: 683.30 u

```
76
Properties=species:S:1:pos:R:3:mulliken_charge:R:1
Ti -0.2455 0.3335 -0.0496 -0.364
C -2.5228 -1.8456 -1.5570 -0.677
C -1.6597 -2.5571 -0.5735 0.296
C -1.6847 -3.8788 -0.0897 -1.699
C -0.6441 -3.8994 0.8332 0.278
N -0.0620 -2.6971 0.8810 0.577
N -0.7009 -1.8737 0.0302 0.452
B 1.1725 -2.2058 1.6876 0.022
N 2.2472 -1.5005 0.7940 0.419
C 3.5577 -1.6803 0.6472 0.117
C 4.1440 -0.5978 0.0585 -1.689
C 3.0444 0.2642 -0.1944 0.551
C 3.0768 1.6588 -0.7510 -0.869
N 1.9097 -0.2920 0.2323 0.391
N 0.6982 -1.1427 2.7312 0.237
C 0.8606 -1.0666 4.0567 0.244
C 0.1334 0.0167 4.5212 -2.049
C -0.4147 0.6133 3.3872 0.579
C -1.1697 1.9266 3.2913 -0.809
N -0.0495 -0.0654 2.2945 0.307
N 1.8283 -3.4670 2.2328 0.406
C 1.8433 -4.1097 3.4157 -0.091
C 2.4842 -5.3187 3.2778 -1.235
C 2.8039 -5.3720 1.9016 0.715
C 3.4535 -6.4427 1.0912 -1.299
N 2.3874 -4.2640 1.2942 -1.081
H -3.3879 -2.3936 -1.8845 0.444
H -1.9671 -1.5690 -2.4637 0.226
H -2.9354 -0.9233 -1.1180 -0.153
H -2.3300 -4.6964 -0.4052 0.433
H -0.2307 -4.7164 1.4561 0.394
H 4.0429 -2.5781 1.0231 0.471
H 5.1731 -0.4001 -0.2056 0.444
H 4.0661 1.8311 -1.1752 0.465
H 2.8659 2.3901 0.0561 0.142
H 2.4088 1.8258 -1.5862 0.207
H 1.4881 -1.7745 4.5533 0.647
H 0.0820 0.3815 5.5243 0.443
H -1.7605 2.1220 4.1935 0.452
H -1.8579 1.9328 2.4474 -0.171
H -0.4667 2.7409 3.1771 0.222
H 1.3516 -3.7167 4.2851 0.517
H 2.6909 -6.0319 4.0728 0.434
H 3.5879 -7.3642 1.6372 0.375
H 4.4518 -6.1246 0.7409 0.261
H 2.8821 -6.6540 0.2067 0.314
O 0.4840 0.5375 -4.1519 -0.704
C 0.2842 0.9275 -3.0233 0.144
O 0.0875 0.1140 -1.9806 -0.030
C 0.1924 2.3832 -2.7304 0.528
C -0.1432 2.7833 -1.2878 1.209
C -0.4273 4.2631 -1.1095 -0.282
C -0.0345 5.3017 -2.0270 -0.887
C 0.4077 4.8056 -3.2315 -0.788
C 0.4777 3.3565 -3.5740 -0.576
N 0.7279 5.7644 -4.3323 1.036
O 1.1125 5.2772 -5.3670 -0.611
O 0.6335 6.9493 -4.0919 -0.645
N -1.1667 4.5072 -0.0566 0.772
O -1.6395 5.4808 0.4253 -0.761
O -1.4914 3.2344 0.5686 -0.398
H 0.7716 2.5474 -0.6850 -0.495
H -0.0736 6.3352 -1.8097 0.630
H 0.7709 3.0749 -4.5810 0.614
C -1.3289 2.1879 -0.4202 1.075
C -2.6866 1.8264 -1.0022 0.639
C -2.9705 1.6689 -2.3730 0.104
C -4.2481 1.3028 -2.7932 -1.140
C -5.2490 1.0136 -1.8610 -0.542
C -4.9975 1.1723 -0.5101 -0.771
C -3.7500 1.5920 -0.0812 -0.462
H -2.2397 1.9273 -3.1122 0.494
H -4.4893 1.2230 -3.8362 0.461
H -6.2595 0.7653 -2.1666 0.424
H -5.7542 1.0473 0.2612 0.418
H -3.6468 1.8122 0.9608 0.246
```

=====

Formula: C30H28BrCoN7O3S2
Source: OMol25
Level of theory: ωB97M-V/def2-TZVPD

* DFT total energy: -177474.148 eV
* LUMO energy (spin up / spin down): -0.86 / -0.88 eV
* charge: 0
* multiplicity: 4
* E_HOMO (spin up / spin down): -6.39 / -6.75 eV
* energy above the lowest of the compared OMol25 structures with the same formula, charge and spin: 3.6 kcal/mol
* molecular weight: 737.57 u

```
72
Properties=species:S:1:pos:R:3:mulliken_charge:R:1
Co 0.9154 -0.3489 -0.3573 -0.069
O -3.8302 0.5314 -2.3800 -0.724
C -4.2947 -0.0508 -1.2558 0.428
C -5.6196 -0.4876 -1.2657 -0.693
C -6.1619 -1.1040 -0.1589 -0.444
C -5.3916 -1.3140 0.9738 -1.002
C -4.0796 -0.8766 1.0017 -0.417
C -3.5241 -0.2268 -0.0953 0.719
C -2.1014 0.2803 -0.1309 -0.483
O -1.3106 -0.3571 -1.1159 0.018
N -1.4413 0.1575 1.1535 0.112
N -0.1080 0.4584 1.1433 -0.269
C 0.4265 0.7843 2.2897 -0.169
C 1.8097 0.9462 2.5008 0.219
Br 2.9367 0.3400 1.0422 -0.204
C 2.4381 1.3860 3.6193 -0.932
C 1.8145 1.9942 4.7745 0.406
C 2.3110 1.6770 6.0423 -0.481
C 1.8012 2.2846 7.1701 -0.507
C 0.8074 3.2444 7.0523 -0.435
C 0.3084 3.5667 5.8007 -0.591
C 0.7938 2.9410 4.6688 -0.360
H -2.8671 0.6438 -2.3813 0.221
H -6.2003 -0.3313 -2.1615 0.472
H -7.1921 -1.4306 -0.1790 0.389
H -5.8112 -1.8188 1.8321 0.405
H -3.4842 -1.0444 1.8876 0.394
H -2.0972 1.3378 -0.4711 0.218
H -1.9584 0.5343 1.9460 0.540
H -0.2042 0.9136 3.1696 0.577
H 3.5116 1.2852 3.6700 0.429
H 3.0777 0.9202 6.1251 0.421
H 2.1851 2.0054 8.1406 0.379
H 0.4332 3.7462 7.9314 0.389
H -0.4618 4.3157 5.7059 0.389
H 0.4180 3.2152 3.6939 0.540
C 0.7176 0.5294 -6.2781 -0.672
S -0.5377 -0.6835 -5.7640 -0.128
C -0.4710 -0.5478 -3.9816 0.601
S -0.2578 0.9948 -3.2897 -0.528
N -0.4580 -1.7080 -3.4225 -0.421
N -0.5613 -2.2531 -2.2855 -0.614
C -1.4154 -1.7812 -1.2368 0.762
C -0.9234 -2.4332 0.0333 0.161
C -1.7450 -3.1985 0.8425 -0.862
C -1.2149 -3.7442 2.0017 -0.571
C 0.1268 -3.5306 2.2831 -0.874
C 0.8790 -2.7581 1.4178 -0.437
N 0.3643 -2.2003 0.3237 0.250
H 0.4929 0.8040 -7.3026 0.402
H 1.6964 0.0619 -6.2099 0.145
H 0.6438 1.3913 -5.6226 0.227
H -2.4690 -2.0518 -1.4403 0.573
H -2.7816 -3.3384 0.5741 0.547
H -1.8306 -4.3351 2.6635 0.461
H 0.5843 -3.9530 3.1624 0.435
H 1.9317 -2.5860 1.6011 0.513
N 3.5148 3.1154 -3.4178 -0.283
C 4.2218 1.9904 -3.6775 -0.017
O 5.3611 2.0120 -4.0899 -0.651
C 3.5181 0.7061 -3.3710 0.503
C 3.8645 -0.4500 -4.0683 -0.344
C 3.2406 -1.6362 -3.7294 -1.033
C 2.3448 -1.6504 -2.6686 -0.274
N 2.0359 -0.5576 -1.9805 0.499
C 2.5945 0.5993 -2.3415 -0.686
H 3.9462 4.0047 -3.6146 0.222
H 2.5239 3.0924 -3.2505 0.211
H 4.6098 -0.3871 -4.8482 0.483
H 3.4494 -2.5475 -4.2653 0.460
H 1.8495 -2.5622 -2.3625 0.526
H 2.3079 1.4746 -1.7692 0.529
```